2
Properties=species:S:1:pos:R:3:forces:R:3 method="wB97M-V/def2-TZVPD" smiles="O=O" orbital_gap_ha=0.287 spin_multiplicity=1
O 0.16016 -0.61221 0.20836 -1.8 6.8 -2.3
O -0.16016 0.61221 -0.20836 1.8 -6.8 2.3

***

6
Properties=species:S:1:pos:R:3:forces:R:3 method="wB97M-V/def2-TZVPD" total_charge=-1 orbital_gap_ha=0.152 spin_multiplicity=1
Rb 1.33608 -1.80992 1.67658 -0.6 0.8 -0.7
S -0.26324 0.34441 -0.34981 -0.6 3.2 -2.0
O 0.61145 1.26050 -1.14252 0.3 -1.2 0.0
O 0.04674 0.56937 1.06197 1.1 -0.6 3.0
O -1.64862 0.71853 -0.58772 -1.3 -0.1 -0.2
O -0.08240 -1.08292 -0.65847 1.1 -1.9 -0.1

***

7
Properties=species:S:1:pos:R:3:forces:R:3 method="wB97M-V/def2-TZVPD" total_charge=-2 orbital_gap_ha="0.192 / 0.284" spin_multiplicity=3
O 3.23447 1.19915 0.32344 0.0 0.3 0.0
O -2.54675 1.36333 0.23153 1.2 -1.1 0.2
O 3.05916 -1.26450 0.11561 0.0 -0.4 -0.1
O -2.63848 -1.05815 0.79421 1.2 1.0 -0.3
O -1.65913 -0.31581 -1.37014 0.3 0.3 1.6
S 2.39821 0.05037 -0.18291 0.3 0.2 0.1
S -1.84748 0.02561 0.08828 -3.0 -0.2 -1.6

***

Taking the records one at a time from the top gives energy relative to the best compared isomer or geometry (same formula, charge and spin) values of 0.583, 0.296, 0.000 eV.